19
Properties=species:S:1:pos:R:3:forces:R:3 method="wB97M-V/def2-TZVPD" total_charge=+3 spin_multiplicity=7 homo_ha="-0.8600 / -0.9080" orbital_gap_ev="12.20 / 4.19" fmax_ha_per_bohr=0.0238 e_lumo_ev="-11.20 / -20.52" s2=12.01
Mn 0.017 0.079 0.046 0.82 -0.27 0.30
O -1.509 -0.521 1.464 0.57 0.04 -0.34
O -1.254 -1.058 -1.228 0.30 0.27 0.06
O 1.164 -1.649 0.683 -0.59 0.43 -0.15
O 1.547 0.245 -1.590 -0.59 -0.25 0.65
O 1.180 1.276 1.335 -0.31 -0.11 -0.32
O -1.007 1.731 -0.685 0.07 -0.18 0.06
H 0.846 -2.189 1.407 -0.05 -0.45 0.75
H -2.159 -0.132 2.050 -0.76 0.70 0.65
H -0.970 -1.791 -1.774 0.34 -0.98 -0.52
H 2.083 1.112 1.605 0.83 -0.17 0.22
H 0.834 1.869 2.002 -0.25 0.60 0.58
H 1.476 0.186 -2.543 -0.05 -0.28 -1.13
H -2.150 -0.879 -1.513 -1.11 0.13 -0.11
H -1.677 -1.462 1.510 -0.34 -1.01 0.08
H 2.249 0.878 -1.440 0.86 0.76 0.12
H -1.521 1.792 -1.490 -0.43 0.12 -0.94
H -1.133 2.578 -0.256 -0.07 1.00 0.50
H 1.985 -2.064 0.417 0.77 -0.34 -0.45